[1]
63
Properties=species:S:1:pos:R:3:mulliken_charge:R:1 method="wB97M-V/def2-TZVPD" multiplicity=1
H 6.837 2.748 -0.474 0.299
H 5.516 3.941 -0.676 0.237
H -3.273 0.096 -0.304 -0.160
H -3.659 -2.276 -0.811 0.568
N 0.872 -0.582 -1.116 -0.263
O 6.208 0.833 1.191 -0.607
C -3.736 3.007 1.089 -0.515
H -1.627 -3.500 -1.515 0.604
H 6.060 3.448 0.958 0.297
H -4.797 2.920 0.915 0.376
H 0.445 3.483 -0.633 0.452
H -3.938 3.102 3.217 0.416
C 2.178 -2.020 0.317 0.522
C 1.143 -3.045 0.238 0.239
O -3.956 -0.003 1.636 -0.418
C -0.554 3.167 -0.947 -1.601
H -3.049 -2.260 2.813 0.281
N -0.442 1.878 -1.601 0.357
H -1.926 0.333 1.624 -0.034
C -1.032 -3.676 -0.620 -1.662
C 1.991 -0.804 -0.363 -0.452
C -3.665 -1.958 0.233 -1.164
H -5.004 -0.277 -0.058 0.390
H 3.450 -3.175 1.579 0.511
N -2.350 -2.184 0.808 0.795
C -1.891 3.208 2.604 -0.645
C 4.295 -1.250 1.140 -0.849
C -3.253 3.108 2.383 -0.455
H 5.201 -1.388 1.708 0.490
H -0.588 -4.675 -0.655 0.484
C 5.188 0.987 0.569 0.528
H -2.711 -4.272 0.598 0.329
C -1.884 -3.549 0.651 -0.957
N 0.051 -2.714 -0.579 0.103
C -1.141 1.567 -2.701 0.642
O 1.176 -4.116 0.806 -0.693
C -3.994 -0.467 0.307 0.001
C 3.335 -2.231 1.069 -0.651
C -2.860 3.021 0.020 -0.230
H -4.440 -2.527 0.777 0.336
C 5.894 3.122 -0.070 -0.685
H -2.723 0.156 3.214 0.445
O 4.903 2.105 -0.112 -0.281
H 0.052 3.300 1.710 0.366
C -1.012 3.217 1.534 -0.434
H 0.276 0.070 -3.380 0.451
O -1.938 2.298 -3.250 -0.670
C 4.111 -0.035 0.465 0.590
C -1.491 3.135 0.234 0.818
S -1.392 -1.210 -2.257 -0.155
C -0.021 -1.510 -1.204 0.609
H -1.324 -1.848 2.591 0.494
H -0.938 3.866 -1.696 0.441
C -2.328 -1.712 2.182 -1.069
H -1.508 3.282 3.612 0.388
C 2.968 0.192 -0.279 -0.515
H -1.255 -3.816 1.502 0.641
H -1.306 0.071 -4.224 0.382
H 0.168 1.164 -1.208 0.039
C -2.685 -0.225 2.192 -0.141
H -3.230 2.953 -0.993 0.490
H 2.826 1.122 -0.805 0.702
C -0.801 0.187 -3.266 -0.809

[2]
63
Properties=species:S:1:pos:R:3:mulliken_charge:R:1 method="wB97M-V/def2-TZVPD" multiplicity=1
N 0.398 0.210 0.653 1.158
C 0.641 3.372 -0.957 -1.273
C -0.937 0.245 1.211 -2.461
C 1.841 0.204 -3.683 -0.827
H -0.845 -3.042 1.231 0.465
H -0.812 -2.898 -2.635 0.483
C -0.803 2.528 -4.283 0.586
C -1.419 2.181 -6.340 -0.624
H 0.726 1.606 5.353 0.407
C 0.416 -1.693 -3.912 -0.588
H 1.334 -2.198 -3.591 0.375
C -1.049 0.420 5.502 -0.482
C -0.648 -1.831 -2.810 -1.067
C 1.523 -2.162 4.129 -0.692
O -0.939 1.694 -1.668 -0.791
H -2.877 0.554 -6.197 0.431
H 1.674 3.362 -1.316 0.436
H 2.194 -1.922 4.944 0.299
O 2.208 1.112 -0.318 -0.723
N -0.242 -1.234 -1.560 0.239
C -0.966 0.325 2.720 1.050
H 2.516 -0.887 2.741 0.432
H -1.077 0.451 6.582 0.422
H 0.805 1.513 2.905 0.285
C 1.702 -1.581 2.890 -0.480
C -2.192 1.240 -5.743 -0.301
H 0.909 -3.334 6.179 0.277
H 2.721 -0.417 -3.883 0.414
H -2.737 -0.864 2.877 0.417
C -2.022 -0.271 4.801 -0.851
H 0.306 4.409 -0.883 0.569
O 0.797 -3.089 -0.816 -0.682
H 2.072 -0.946 0.351 0.816
H -2.812 -0.782 5.331 0.395
C 1.123 1.264 0.224 0.453
C 0.477 -3.052 4.335 1.110
H -0.405 -0.240 -1.461 -0.055
C 0.843 -1.868 1.837 -0.588
H -1.575 -1.356 -3.131 0.432
O 0.687 -0.352 -4.268 -0.270
H 1.980 1.176 -4.156 0.239
H 1.749 0.336 -2.600 0.332
H -1.497 1.077 0.773 1.115
C 0.507 -1.918 -0.677 -0.533
H -1.165 -4.076 3.445 0.415
C -0.368 -3.370 3.277 -1.061
C -0.039 1.066 4.813 -0.855
C 0.002 1.021 3.431 -0.152
N -0.641 2.910 -5.504 -0.764
C 0.584 2.679 0.406 -0.802
H -1.375 2.391 -7.393 0.458
C -0.185 -2.779 2.044 -0.174
C 1.002 -1.117 0.537 0.637
H 0.039 -2.183 -4.815 0.365
C -1.980 -0.317 3.420 -0.255
O 0.246 -3.631 5.543 -0.582
H 0.497 3.855 -3.465 0.292
S -1.942 1.241 -4.038 0.095
N -0.134 3.102 -3.227 -0.043
H -0.424 2.709 0.809 0.405
H -1.446 -0.670 0.898 0.477
C -0.220 2.633 -1.955 0.716
H 1.252 3.199 1.094 0.479

[3]
59
Properties=species:S:1:pos:R:3:mulliken_charge:R:1 method="wB97M-V/def2-TZVPD" charge=-1 multiplicity=1
C 0.855 5.375 -0.446 -1.240
C -6.219 -0.188 -0.341 -0.338
C 1.041 -0.161 1.992 -0.023
N 3.053 -0.117 -0.160 -0.314
H -3.873 -1.752 -1.967 0.368
H 3.439 -2.313 3.131 0.541
H 5.562 -5.553 -0.991 0.318
H -1.412 -1.713 -1.366 0.446
C 1.938 -1.354 4.331 -0.714
C 0.362 0.085 3.184 -0.857
H -2.714 1.274 0.537 0.316
C 2.493 2.151 -0.894 0.213
H 0.325 -0.280 5.318 0.331
H -6.987 -0.758 -2.294 0.258
H 2.146 4.560 -1.993 0.291
C 3.649 -2.384 0.307 0.685
C -6.575 0.113 -1.771 -0.404
H 6.088 -3.294 -1.925 0.344
H 4.789 -1.316 -1.192 0.405
C 5.311 -3.401 -1.169 -0.491
C 2.607 1.067 0.114 -0.591
C 2.954 -1.151 0.683 -0.410
C 4.587 -2.285 -0.740 -0.547
H 2.475 1.428 1.145 0.676
O 2.019 3.289 -0.307 -0.278
O -5.338 0.476 -2.416 -0.521
C 3.379 -3.664 0.853 -0.456
H 3.833 -5.775 0.773 0.334
H -6.425 -1.222 -0.046 0.241
H -4.114 2.442 -1.139 0.352
H -3.085 1.860 -2.461 0.300
H 2.656 -3.772 1.664 0.481
C 5.032 -4.664 -0.629 -0.431
C 2.166 -1.018 1.922 0.806
H 0.701 0.372 1.097 0.545
C -4.254 0.329 -1.501 1.206
O -4.803 0.036 -0.233 -0.424
H -2.980 -0.609 -2.980 0.315
H 1.665 5.974 -0.003 0.333
H 0.242 6.028 -1.080 0.368
H -0.497 0.767 3.194 0.372
C -2.300 1.512 -0.452 -0.412
O -0.172 0.517 -1.043 -0.596
C 0.822 -0.506 4.370 -0.430
C 2.574 -1.644 3.120 -0.594
C -1.366 0.367 -0.835 0.498
H -2.489 -1.254 -0.013 0.290
C -2.117 -0.959 -1.006 -0.632
H 0.596 3.671 -1.770 0.213
H -7.264 0.965 -1.818 0.270
C -3.426 1.648 -1.440 -1.032
H -6.723 0.506 0.341 0.232
H 0.242 5.002 0.383 0.295
C 4.063 -4.785 0.372 -0.651
C -3.286 -0.829 -1.949 -1.007
H 2.328 -1.765 5.265 0.348
H -1.716 2.434 -0.398 0.229
O 2.735 2.028 -2.078 -0.726
C 1.406 4.213 -1.248 -0.099

Here are the calculated total energy numbers, same order: -53414.441; -53414.218; -38106.740 (eV).
Here are the calculated E_LUMO numbers, same order: -0.0132; 0.0177; 0.0813 (Ha).
Here are the calculated relative energy (zero: lowest compared OMol25 entry of this formula, charge and spin) numbers, same order: 3.1; 24.6; 0.0 (kJ/mol).